68
Properties=species:S:1:pos:R:3:forces:R:3:lowdin_charge:R:1 method="wB97M-V/def2-TZVPD" homo_lumo_gap_ev=9.035 smiles="Cc1nn(C)c(C)c1S(=O)(=O)N(CC(=O)NC1CCCCCC1)c1ccc(C(C)C)cc1"
C -2.613 -3.516 -1.748 -0.1 -0.1 0.0 -0.02
C -2.310 -2.780 -0.495 0.1 0.1 0.1 -0.33
N -3.039 -2.919 0.596 -0.5 -0.6 -0.5 0.14
N -2.500 -2.131 1.529 0.8 0.5 -0.6 -0.14
C -3.086 -2.049 2.833 -0.1 0.0 0.4 -0.01
C -1.417 -1.470 1.075 -0.1 -0.1 0.2 -0.23
C -0.645 -0.542 1.929 0.0 0.0 0.0 0.01
C -1.261 -1.864 -0.247 0.5 0.2 -0.1 -0.20
S -0.027 -1.275 -1.351 -0.2 -0.2 0.0 0.73
O 1.271 -1.335 -0.731 -0.1 0.1 0.1 -0.28
O -0.144 -1.932 -2.622 -0.3 0.0 0.1 -0.28
N -0.372 0.366 -1.570 0.4 -0.9 0.4 -0.15
C 0.785 1.210 -1.745 0.4 -0.2 0.0 -0.08
C 1.705 1.236 -0.517 0.1 0.3 -0.4 -0.49
O 1.289 1.557 0.581 -0.2 0.1 0.3 0.04
N 2.996 0.971 -0.774 0.3 0.1 -0.1 0.10
C 3.977 0.787 0.286 0.1 0.1 0.1 -0.30
C 4.259 -0.711 0.473 -0.1 0.0 -0.1 -0.14
C 5.362 -1.292 -0.413 0.0 -0.2 0.4 -0.19
C 6.756 -1.148 0.197 0.1 0.1 -0.3 -0.21
C 7.327 0.266 0.144 0.0 -0.1 0.3 -0.22
C 6.442 1.330 0.792 0.1 0.1 -0.3 -0.19
C 5.198 1.655 -0.036 -0.1 0.0 0.4 -0.15
C -1.611 0.842 -1.145 -0.9 0.4 0.0 -0.28
C -2.747 0.173 -1.600 -0.1 0.3 0.0 -0.01
C -3.997 0.538 -1.145 0.0 0.0 0.0 -0.01
C -4.156 1.595 -0.255 0.0 0.2 0.2 -0.22
C -5.518 1.978 0.269 -0.1 -0.1 -0.1 -0.39
C -6.475 2.331 -0.871 0.1 0.1 0.2 -0.07
C -6.091 0.848 1.128 0.1 0.3 0.0 -0.06
C -3.021 2.283 0.153 -0.2 0.0 -0.1 -0.02
C -1.757 1.914 -0.273 0.2 -0.1 -0.2 -0.01
H -1.852 -3.300 -2.491 -0.1 -0.1 -0.1 0.06
H -2.643 -4.585 -1.552 0.0 -0.1 0.0 0.08
H -3.591 -3.220 -2.125 -0.1 0.0 -0.1 0.08
H -3.968 -2.685 2.835 0.1 0.0 0.0 0.09
H -2.385 -2.394 3.595 0.0 0.0 0.0 0.09
H -3.375 -1.021 3.057 0.0 0.0 0.0 0.09
H 0.198 -0.131 1.384 0.0 0.1 0.1 0.05
H -1.277 0.282 2.259 0.0 0.1 0.0 0.09
H -0.273 -1.061 2.812 0.0 0.0 0.1 0.10
H 0.439 2.228 -1.945 0.0 -0.2 0.0 0.15
H 1.325 0.836 -2.620 0.1 0.2 0.0 0.13
H 3.226 0.537 -1.654 -0.2 0.0 0.0 0.14
H 3.494 1.162 1.194 0.1 0.0 -0.2 0.15
H 4.513 -0.901 1.517 0.0 0.0 0.1 0.12
H 3.318 -1.228 0.268 0.1 0.0 0.2 0.09
H 5.340 -0.835 -1.404 0.0 0.0 -0.2 0.11
H 5.161 -2.357 -0.546 0.0 0.0 -0.1 0.11
H 7.445 -1.811 -0.333 0.0 0.0 0.1 0.11
H 6.719 -1.482 1.237 0.0 -0.1 0.0 0.11
H 7.505 0.545 -0.897 0.1 0.0 0.0 0.11
H 8.297 0.261 0.649 0.1 0.0 -0.1 0.11
H 6.151 1.015 1.795 0.0 0.0 0.2 0.12
H 7.035 2.242 0.896 0.0 0.0 0.1 0.11
H 5.441 1.552 -1.096 0.0 0.0 -0.1 0.11
H 4.911 2.696 0.125 -0.1 0.0 -0.1 0.12
H -2.625 -0.631 -2.308 -0.1 -0.1 -0.1 0.11
H -4.860 -0.008 -1.495 -0.1 -0.1 -0.1 0.11
H -5.404 2.865 0.903 0.1 -0.1 -0.1 0.13
H -6.668 1.465 -1.499 0.0 -0.1 -0.1 0.07
H -6.049 3.117 -1.492 0.0 0.1 -0.1 0.08
H -7.424 2.681 -0.471 -0.1 0.0 0.0 0.08
H -7.067 1.128 1.520 -0.1 0.0 0.1 0.08
H -6.202 -0.062 0.543 0.0 -0.1 -0.1 0.08
H -5.430 0.636 1.965 0.0 -0.1 0.1 0.07
H -3.121 3.115 0.837 0.0 0.1 0.1 0.11
H -0.884 2.430 0.095 0.1 0.0 0.1 0.11

8
Properties=species:S:1:pos:R:3:forces:R:3:lowdin_charge:R:1 method="wB97M-V/def2-TZVPD" homo_lumo_gap_ev=7.591 relative_energy_kcal_mol=21.24
S 1.839 -0.069 -0.167 -1.1 -1.7 0.3 0.75
F 1.951 -0.088 1.531 -0.3 0.2 -1.2 -0.37
O 1.759 -1.499 -0.510 0.3 1.8 0.4 -0.47
O 0.409 0.527 -0.331 0.5 0.5 -0.4 -0.77
C -1.483 -0.171 0.624 -2.6 -2.7 0.4 -0.45
O -2.158 0.375 -0.200 1.4 0.9 0.1 -0.09
O -1.368 -0.994 1.460 1.2 2.2 -1.2 0.21
Lu -0.950 1.919 -2.407 0.5 -1.1 1.6 1.19

7
Properties=species:S:1:pos:R:3:forces:R:3:lowdin_charge:R:1 method="wB97M-V/def2-TZVPD" homo_lumo_gap_ev="9.056 / 8.172" relative_energy_kcal_mol=57.88
C -1.175 0.635 0.193 1.2 -1.6 0.1 0.08
C -0.462 -0.410 0.669 1.7 1.4 -1.7 -0.20
C 0.726 -0.380 -0.347 -2.9 0.6 0.6 -0.13
F 1.848 0.162 0.093 0.5 0.0 0.2 0.02
H -1.210 0.966 -0.857 0.0 -0.1 0.4 0.03
H -0.340 -0.797 1.708 -0.3 0.2 -1.2 0.09
H 0.613 -0.176 -1.459 -0.2 -0.5 1.5 0.12

74
Properties=species:S:1:pos:R:3:forces:R:3:lowdin_spin:R:1 method="wB97M-V/def2-TZVPD" total_charge=-1 spin_multiplicity=2 s_squared=0.752 homo_lumo_gap_ev="4.224 / 4.630"
Be -16.299 3.909 20.956 0.3 0.8 -1.2 0.40
C -14.058 8.530 19.911 -0.4 -0.4 -0.9 0.00
C -12.990 7.619 20.482 0.2 1.8 2.1 0.00
C -11.924 8.602 21.184 -1.2 -0.7 0.9 0.00
C -12.400 9.167 22.559 0.3 -1.6 -0.2 0.00
C -12.952 8.011 23.473 -1.5 1.8 -0.8 0.00
C -14.096 7.108 22.816 1.5 2.1 -0.7 0.00
N -13.553 6.642 21.513 1.0 -1.4 0.1 0.01
O -14.296 5.531 20.967 0.0 0.6 -0.3 0.08
C -15.397 7.900 22.671 -1.2 0.6 -0.6 0.00
C -14.385 6.083 23.880 0.4 -1.2 -0.5 0.00
C -12.225 7.006 19.316 -0.4 -1.6 1.4 0.00
H -13.783 8.897 18.922 0.3 0.3 -0.1 0.00
H -14.270 9.388 20.549 -0.3 -0.2 -0.1 0.00
H -14.884 7.847 19.715 -0.6 0.4 0.3 0.00
H -11.794 9.434 20.492 0.4 -0.1 -0.2 0.00
H -11.020 8.005 21.314 0.3 0.2 0.0 0.00
H -13.067 10.015 22.406 -0.7 -0.4 0.0 0.00
H -11.632 9.635 23.175 0.7 0.0 -0.4 0.00
H -13.416 8.586 24.275 -0.4 -0.1 0.4 0.00
H -12.162 7.487 24.011 0.2 -0.5 -0.7 0.00
H -15.637 8.539 23.521 0.2 0.0 0.3 0.00
H -16.259 7.247 22.533 0.1 -0.5 0.2 0.00
H -15.524 8.520 21.783 0.6 0.1 0.2 0.00
H -14.625 6.597 24.811 0.0 0.1 0.0 0.00
H -13.496 5.470 24.027 0.1 -0.2 0.2 0.00
H -15.207 5.417 23.617 0.0 0.0 -0.1 0.01
H -12.930 6.395 18.753 0.1 0.3 -0.5 0.00
H -11.532 6.301 19.774 0.3 -0.2 -0.1 0.00
H -11.637 7.739 18.762 -0.4 0.1 -0.1 0.00
C -19.753 2.620 19.557 0.7 0.9 0.3 0.01
C -19.842 3.641 18.345 -0.2 0.6 0.7 0.00
C -21.231 4.348 18.371 -0.7 -1.0 -0.5 0.00
C -21.432 5.646 17.551 0.3 -0.5 1.0 0.00
C -20.343 6.671 17.874 0.4 -2.9 -0.3 0.00
C -18.903 6.008 17.811 -1.5 0.3 -1.0 0.00
N -18.802 4.676 18.521 0.9 0.4 0.5 0.00
O -17.426 4.119 18.562 -1.9 0.7 0.3 0.07
C -18.047 7.025 18.473 1.4 0.3 0.7 0.00
C -18.500 6.068 16.351 1.1 -1.3 -0.4 0.00
C -19.789 2.805 17.077 1.2 -0.1 -0.1 0.00
H -19.048 1.801 19.411 -0.3 0.0 -0.6 0.00
H -20.678 2.201 19.955 -0.4 0.0 -0.6 0.00
H -19.300 3.096 20.427 0.0 0.5 -0.1 0.01
H -21.634 4.313 19.383 0.2 0.9 0.3 0.00
H -21.875 3.624 17.872 -0.3 -0.3 0.0 0.00
H -22.426 6.069 17.694 -0.2 0.0 0.5 0.00
H -21.501 5.379 16.497 0.7 0.0 -0.3 0.00
H -20.363 6.922 18.934 -0.9 1.0 -0.2 0.00
H -20.426 7.383 17.053 0.4 0.9 0.9 0.00
H -18.346 7.183 19.510 0.6 -0.2 0.2 0.00
H -18.072 8.022 18.032 -0.5 0.0 -0.4 0.00
H -17.018 6.702 18.319 0.2 -0.1 0.9 0.00
H -18.110 7.049 16.079 -0.7 0.2 -0.2 0.00
H -19.273 5.676 15.690 0.0 0.2 -0.2 0.00
H -17.609 5.450 16.242 0.0 -0.4 -0.1 0.00
H -18.778 2.404 16.998 0.1 -0.1 0.0 0.00
H -19.931 3.395 16.171 -0.4 0.0 0.0 0.00
H -20.471 1.961 17.178 -0.2 0.1 -0.3 0.00
O -18.305 5.413 21.285 0.3 -0.1 0.8 0.06
H -18.742 5.752 22.066 0.1 0.1 0.5 0.01
H -18.915 5.597 20.570 -0.1 -0.4 -1.1 0.00
O -17.342 3.350 23.186 0.2 0.4 -0.2 0.08
H -17.031 2.662 23.775 0.4 -0.4 0.2 0.02
H -18.289 3.374 23.325 -0.6 0.1 -0.2 0.01
O -14.557 2.559 22.398 -0.4 0.1 0.0 0.06
H -14.763 1.711 22.792 -0.2 -0.4 0.1 0.01
H -13.601 2.596 22.394 0.4 0.4 -0.2 0.01
O -16.716 1.444 20.255 -0.1 0.0 0.4 0.06
H -17.270 1.243 19.501 -0.2 0.3 -0.4 0.00
H -16.208 0.646 20.399 0.4 -0.2 0.1 0.01
O -14.556 3.202 19.124 0.1 -0.5 0.3 0.03
H -13.798 3.783 19.188 0.1 0.7 0.5 0.00
H -14.635 3.012 18.189 -0.5 0.1 -0.3 0.00